# 1
Molecular formula: C30H26N2O3Rh
Method: DFT, ωB97M-V/def2-TZVPD

HOMO (alpha / beta) ... -10.19 / -11.42 eV
Energy above the lowest of the compared OMol25 structures with the same formula, charge and spin ... 0.0859 eV
Orbital gap (alpha / beta) ... 7.0 / 6.5 eV
E_tot ... -43655.3390 eV
E_LUMO (alpha / beta) ... -3.23 / -4.95 eV

```
! RIJCOSX wB97M-V def2-TZVPD def2/J DEFGRID3
* xyz 1 5
Rh 0.8319 -0.6023 -0.3872
C 0.1258 -4.9559 -0.4313
C 0.7676 -3.7532 -1.0857
C 1.2276 -4.0345 -2.5062
O -0.1875 -2.6491 -1.1438
C 1.9681 -3.2550 -0.2641
O 2.5974 -4.0085 0.4393
O 2.2718 -1.9931 -0.4799
H -0.7228 -5.2964 -1.0312
H -0.2041 -4.7171 0.5817
H 0.8450 -5.7657 -0.3509
H 0.3806 -4.3884 -3.0973
H 2.0094 -4.7932 -2.5112
H 1.6242 -3.1252 -2.9582
H -1.0484 -2.9515 -0.8370
C 3.8895 2.6401 0.5939
C 3.0207 1.7678 -0.0694
N 2.1883 0.9677 0.5658
C 2.1650 0.9762 1.9180
C 2.9996 1.8164 2.6649
C 3.8753 2.6633 1.9618
C 2.9536 1.7827 4.0986
C 2.1215 0.9416 4.7431
C 1.2569 0.0619 4.0102
C 0.3879 -0.8414 4.6485
C -0.4124 -1.6612 3.8992
C -0.3425 -1.5683 2.5056
N 0.4617 -0.7296 1.8862
C 1.2663 0.0794 2.6098
H 4.5539 3.2719 0.0218
H 3.0096 1.7192 -1.1508
H 4.5336 3.3224 2.5147
H 3.6094 2.4453 4.6493
H 2.0922 0.9086 5.8247
H 0.3662 -0.8809 5.7308
H -1.0858 -2.3718 4.3567
H -0.9608 -2.1972 1.8760
C -3.4905 5.1015 -0.6329
C -3.1495 4.2887 -1.7083
C -2.5097 3.0816 -1.4949
C -2.2110 2.6686 -0.1942
C -2.5487 3.4958 0.8792
C -3.1884 4.7044 0.6623
C -1.5604 1.3889 0.1002
C -1.1231 0.4894 -0.7778
C -1.3676 0.0539 -2.1124
C -0.3634 0.0662 -3.1008
C -0.5870 -0.5137 -4.3342
C -1.8046 -1.1267 -4.6074
C -2.8146 -1.1344 -3.6478
C -2.6087 -0.5505 -2.4153
H -3.9892 6.0458 -0.8076
H -3.3823 4.6025 -2.7174
H -2.2403 2.4600 -2.3390
H -2.3142 3.1791 1.8890
H -3.4528 5.3359 1.4999
H -1.3735 1.2033 1.1575
H 0.5843 0.5559 -2.9022
H 0.1887 -0.4865 -5.0878
H -1.9736 -1.5902 -5.5703
H -3.7679 -1.5958 -3.8704
H -3.3885 -0.5487 -1.6644
*
```

# 2
Molecular formula: C3H6N2O3
Method: DFT, ωB97M-V/def2-TZVPD

HOMO (alpha / beta) ... -9.22 / -9.22 eV
Energy above the lowest of the compared OMol25 structures with the same formula, charge and spin ... 7.3968 eV
Orbital gap (alpha / beta) ... 8.1 / 8.1 eV
E_tot ... -12324.8312 eV
E_LUMO (alpha / beta) ... -1.14 / -1.14 eV

```
! RIJCOSX wB97M-V def2-TZVPD def2/J DEFGRID3
* xyz 0 1
C 0.4809 0.1475 -2.0536
C 0.2307 0.2864 0.7105
C -0.2201 -0.4923 -0.9119
N -0.3614 1.5168 0.8325
O -0.9251 -0.8633 1.2912
O -0.6499 -1.7141 2.3561
N -0.8909 -1.4678 -0.7160
O 1.3709 0.0249 1.0265
H 0.2137 -2.0797 2.0706
H 0.1246 2.1737 1.4260
H -1.3664 1.5229 0.9212
H 1.5535 0.1044 -1.8577
H 0.2542 -0.3549 -2.9916
H 0.1853 1.1956 -2.1039
*
```

# 3
Molecular formula: C48H37CrN2O6P2S
Method: DFT, ωB97M-V/def2-TZVPD

HOMO (alpha / beta) ... -5.33 / -6.80 eV
Energy above the lowest of the compared OMol25 structures with the same formula, charge and spin ... 0.0000 eV
Orbital gap (alpha / beta) ... 5.8 / 6.8 eV
E_tot ... -123476.4723 eV
E_LUMO (alpha / beta) ... 0.44 / 0.04 eV

```
! RIJCOSX wB97M-V def2-TZVPD def2/J DEFGRID3
* xyz 0 6
Cr 0.1890 0.4397 0.4001
O 3.7350 0.2241 2.2625
C 2.4374 0.3206 1.9376
O 2.1170 0.1966 0.6786
C 1.4585 0.5146 2.9149
C 1.5590 0.7619 4.3104
C 0.3970 1.0887 4.9863
C -0.8481 1.2103 4.3583
C -0.9092 0.9470 2.9649
N 0.2240 0.5157 2.3457
C -1.9458 1.0827 2.0285
O -3.2001 1.4874 2.3473
O -1.7501 0.8159 0.7749
H 4.2296 0.3589 1.4416
H 2.5205 0.7388 4.7988
H 0.4578 1.2954 6.0480
H -1.7167 1.5306 4.9180
H -3.2295 1.6933 3.2896
O 0.6875 -1.9473 -2.0789
C 0.6641 -3.2309 -1.5711
C 1.2347 -4.2791 -2.2845
C 1.1599 -5.5605 -1.7709
C 0.5159 -5.7914 -0.5587
C 0.0063 -4.7270 0.1602
C 0.0921 -3.4194 -0.3258
P -0.3391 -2.0113 0.7883
C 0.5637 -2.6288 2.2571
C -0.0400 -3.1909 3.3757
C 0.7365 -3.6808 4.4191
C 2.1189 -3.6198 4.3491
C 2.7272 -3.0889 3.2191
C 1.9546 -2.6021 2.1793
C -2.1160 -2.2854 1.0686
C -2.7564 -1.9037 2.2450
C -4.1335 -2.0144 2.3585
C -4.8888 -2.4900 1.2973
C -4.2616 -2.8535 0.1149
C -2.8837 -2.7484 0.0000
C -0.0747 -1.6290 -3.1820
C -0.6354 -2.5612 -4.0425
C -1.3109 -2.1061 -5.1678
C -1.4253 -0.7506 -5.4309
C -0.9014 0.1650 -4.5299
C -0.2409 -0.2619 -3.3820
P 0.3298 0.8833 -2.0835
C 2.0386 1.2781 -2.5641
C 2.7109 0.5080 -3.5104
C 4.0362 0.7808 -3.8185
C 4.6989 1.8184 -3.1785
C 4.0364 2.5777 -2.2241
C 2.7133 2.3089 -1.9120
C -0.6892 2.3437 -2.4505
C -0.1981 3.4719 -3.0926
C -1.0460 4.5375 -3.3748
C -2.3863 4.4713 -3.0298
C -2.8819 3.3387 -2.3929
C -2.0366 2.2820 -2.0971
H 1.7250 -4.0784 -3.2271
H 1.6037 -6.3828 -2.3165
H 0.4376 -6.7957 -0.1658
H -0.4528 -4.9040 1.1251
H -1.1154 -3.2715 3.4440
H 0.2535 -4.1151 5.2843
H 2.7218 -3.9859 5.1694
H 3.8055 -3.0413 3.1491
H 2.4402 -2.2057 1.2951
H -2.1891 -1.4917 3.0705
H -4.6182 -1.7086 3.2764
H -5.9642 -2.5675 1.3880
H -4.8436 -3.2150 -0.7225
H -2.4073 -3.0358 -0.9288
H -0.5502 -3.6200 -3.8527
H -1.7462 -2.8287 -5.8458
H -1.9365 -0.4057 -6.3190
H -1.0298 1.2249 -4.7040
H 2.2057 -0.3036 -4.0174
H 4.5484 0.1805 -4.5592
H 5.7335 2.0283 -3.4180
H 4.5470 3.3732 -1.6966
H 2.2236 2.8748 -1.1305
H 0.8475 3.5287 -3.3660
H -0.6541 5.4165 -3.8697
H -3.0437 5.3026 -3.2485
H -3.9266 3.2820 -2.1161
H -2.4225 1.4205 -1.5635
O 0.4009 2.3559 0.2512
N 0.2425 3.4660 0.9726
C -1.0257 3.9622 0.9831
C -1.3402 5.1145 1.6267
C -0.2960 5.7863 2.2986
C 0.9578 5.2639 2.2845
C 1.3029 4.0500 1.6055
S 2.8611 3.4289 1.5887
H -1.7303 3.3524 0.4392
H -2.3573 5.4745 1.6144
H -0.4895 6.7130 2.8229
H 1.7759 5.7526 2.7938
*
```

# 4
Molecular formula: C33H14BrF4N14STi
Method: DFT, ωB97M-V/def2-TZVPD

HOMO (alpha / beta) ... -11.68 / -11.68 eV
Energy above the lowest of the compared OMol25 structures with the same formula, charge and spin ... 0.3673 eV
Orbital gap (alpha / beta) ... 5.9 / 5.9 eV
E_tot ... -170164.5359 eV
E_LUMO (alpha / beta) ... -5.78 / -5.78 eV

```
! RIJCOSX wB97M-V def2-TZVPD def2/J DEFGRID3
* xyz 1 1
Ti -0.8078 2.3289 -1.1871
N -2.7336 4.3353 2.1555
C -2.2753 4.0951 0.9218
S -0.5400 3.8458 0.7034
N -3.0893 4.0448 -0.0915
N -2.3198 3.8289 -1.2160
C -2.4723 4.5735 -2.2332
C -1.4501 4.4431 -3.2669
C -1.4695 5.1534 -4.4484
C -0.3865 5.0402 -5.3112
C 0.6793 4.2375 -4.9492
C 0.6195 3.5443 -3.7507
N -0.4246 3.6320 -2.9275
H -2.0920 4.4599 2.9176
H -3.6984 4.5962 2.2806
H -3.2468 5.3311 -2.2694
H -2.3144 5.7860 -4.6818
H -0.3743 5.5823 -6.2469
H 1.5513 4.1376 -5.5787
H 1.4310 2.9027 -3.4380
N 1.0904 2.0969 -0.4543
C 1.8231 1.4646 0.2050
C 2.6174 0.6490 0.9484
C 3.1540 -0.5092 0.3255
N 3.5321 -1.4509 -0.2206
C 2.6764 0.8539 2.3565
N 2.6417 1.0347 3.4927
F 3.0209 -3.5499 -3.7600
C 2.3215 -3.5746 -2.6381
C 2.4001 -4.6458 -1.8359
F 3.1701 -5.6532 -2.1911
C 1.6711 -4.7471 -0.5815
C 0.8425 -3.5912 -0.2786
C 0.7799 -2.5230 -1.0798
F 0.0293 -1.4847 -0.7044
C 1.5216 -2.4155 -2.3132
C 1.4979 -1.3003 -3.1002
C 0.8027 -0.1083 -2.7293
N 0.3121 0.8916 -2.4562
C 2.2020 -1.1435 -4.3374
N 2.7288 -0.9014 -5.3288
F 0.1483 -3.5722 0.8457
C 1.7622 -5.8273 0.2366
C 1.0357 -5.9442 1.4693
N 0.4367 -6.0594 2.4413
C 2.5859 -6.9686 -0.0382
N 3.2413 -7.9003 -0.1803
Br -2.5299 1.2266 -2.6265
N 0.9437 -3.5982 7.4167
C 0.4914 -3.0169 6.5361
C -0.0754 -2.2886 5.4326
C -1.0030 -2.9078 4.5983
C -1.5380 -2.2143 3.5274
C -1.1517 -0.9009 3.3105
C -0.2377 -0.2705 4.1410
C 0.3102 -0.9717 5.2004
N -1.6627 -0.1957 2.1749
C -2.9155 -0.3129 1.6028
C -2.9017 0.4593 0.4907
N -1.6599 1.0640 0.3736
C -0.9571 0.6473 1.4182
H -1.2856 -3.9356 4.7731
H -2.2274 -2.7084 2.8561
H 0.0575 0.7574 3.9767
H 1.0345 -0.4944 5.8455
H -3.6942 -0.9086 2.0434
H -3.6860 0.6355 -0.2208
H 0.0564 0.9157 1.6540
*
```

# 5
Molecular formula: C5H8N2
Method: DFT, ωB97M-V/def2-TZVPD

HOMO ... -8.53 eV
Energy above the lowest of the compared OMol25 structures with the same formula, charge and spin ... 1.8042 eV
Orbital gap ... 9.5 eV
E_tot ... -8293.1922 eV
E_LUMO ... 0.92 eV
SMILES string ... Cc1cnn(C)c1

```
! RIJCOSX wB97M-V def2-TZVPD def2/J DEFGRID3
* xyz 0 1
C -0.1148 2.2271 0.8519
C -0.4312 0.8766 0.3317
C -1.6624 0.2193 0.2731
N -1.5974 -1.0083 -0.2505
N -0.1123 -1.1912 -0.4380
C 0.8865 -2.2162 -0.9518
C 0.4763 -0.0331 -0.1082
H -1.0142 2.8402 0.9276
H 0.5821 2.7231 0.1722
H 0.3496 2.1607 1.8395
H -2.5209 0.6595 0.7953
H 0.7525 -2.4997 -1.9982
H 0.9676 -3.1213 -0.3406
H 1.8966 -1.7582 -0.9067
H 1.5421 0.1215 -0.1971
*
```

Question: Which of these has the lowest E_tot?
Answer: C33H14BrF4N14STi